[1]
ORCA calculation (ωB97M-V/def2-TZVPD) on 2 unconnected molecules or ions with the total composition C21H46N2O5P.

```
75
Properties=species:S:1:pos:R:3:mulliken_spin:R:1
C 0.90203 3.65257 2.84925 0.00
O 0.50372 4.28929 1.65777 0.00
C -0.85200 4.10404 1.28506 0.00
C -0.98625 3.38056 -0.06010 0.00
C -1.99637 2.23186 -0.01312 0.00
C -1.37851 0.95905 0.57260 0.00
C -2.45033 -0.01314 1.05763 0.01
C -1.98563 -1.40603 1.58818 -0.05
P -3.57207 -2.16801 2.12784 0.00
O -4.68956 -1.76826 1.26900 0.00
O -3.36911 -3.74234 2.22225 0.00
O -3.76529 -1.82059 3.69475 0.00
C -1.41266 -2.27542 0.42721 0.04
C 0.07087 -2.68965 0.53966 -0.02
C 1.05394 -1.54418 0.25116 0.03
C 0.34041 -3.78118 -0.48410 0.01
N 0.36622 -3.21995 1.89853 0.40
O 0.44789 -4.48336 2.03536 0.53
C -0.08008 -2.45541 3.10740 -0.04
C -0.79077 -3.41463 4.06954 0.03
C 1.17329 -1.93724 3.83085 0.04
C -0.94297 -1.23774 2.71087 0.03
H 1.19237 2.60860 2.67009 0.00
H 0.10726 3.67244 3.60301 0.00
H 1.76339 4.18980 3.24537 0.00
H -1.37493 3.53256 2.06277 0.00
H -1.32294 5.09062 1.23671 0.00
H -1.27846 4.08846 -0.83864 0.00
H 0.00256 3.00372 -0.33493 0.00
H -2.37022 2.03121 -1.02081 0.00
H -2.86498 2.52679 0.58657 0.00
H -0.76862 0.49682 -0.20367 0.00
H -0.71678 1.25500 1.39282 0.00
H -3.14679 -0.20279 0.23949 0.00
H -3.02588 0.50087 1.83940 0.00
H -3.29258 -4.08733 3.12392 0.00
H -4.07275 -0.90272 3.78589 0.00
H -2.00058 -3.18361 0.29040 0.01
H -1.50505 -1.71143 -0.50599 0.00
H 2.04605 -1.97551 0.09833 -0.01
H 0.76599 -1.03088 -0.66642 0.01
H 1.13425 -0.82296 1.05690 0.01
H 0.33331 -3.32665 -1.47788 0.00
H -0.41709 -4.56141 -0.45518 0.00
H 1.31690 -4.23243 -0.31701 0.00
H -1.34756 -4.17806 3.53573 0.00
H -0.06475 -3.93952 4.68801 0.00
H -1.45536 -2.85147 4.72664 0.00
H 0.92115 -1.61711 4.84372 0.00
H 1.90889 -2.74054 3.88953 -0.01
H 1.62812 -1.09978 3.29772 0.01
H -1.42669 -0.90127 3.63175 0.00
H -0.27780 -0.43051 2.42354 0.00
C 2.86040 1.34937 -1.66991 0.00
C 3.08441 1.38939 -3.17110 0.00
N 2.10623 0.58972 -3.89075 0.00
C 2.44000 0.37787 -5.28845 0.00
C 2.47085 1.59906 -6.21426 0.00
C 0.71284 0.88941 -3.60118 0.00
C 0.22865 2.33022 -3.80501 0.00
H 2.81484 0.31568 -1.32232 0.00
H 3.66891 1.85795 -1.14387 0.00
H 1.93036 1.84596 -1.39020 0.00
H 4.06959 0.97537 -3.40237 0.00
H 3.10832 2.44147 -3.49756 0.00
H 1.73771 -0.35823 -5.68932 0.00
H 3.42432 -0.09970 -5.31212 0.00
H 1.47148 1.97263 -6.43482 0.00
H 2.93472 1.32671 -7.16410 0.00
H 3.05405 2.41573 -5.78684 0.00
H 0.51833 0.61212 -2.56030 0.00
H 0.10441 0.20899 -4.20250 0.00
H 0.91774 3.05217 -3.36326 0.00
H -0.74007 2.46421 -3.31816 0.00
H 0.10473 2.58278 -4.85697 0.00
```

Values from the calculation:
LUMO (alpha / beta) in eV: 0.36 / 0.36
Orbital gap (alpha / beta) in eV: 8.34 / 8.61
Expectation value of S²: 0.75
E_HOMO (alpha / beta) in eV: -8.0 / -8.2
Spin multiplicity: 2
Calculated total energy in a.u.: -1654.82528

---

[2]
ORCA calculation (ωB97M-V/def2-TZVPD) on 2 unconnected molecules or ions with the total composition C4H12OS at a distorted geometry.

```
18
Properties=species:S:1:pos:R:3:lowdin_charge:R:1
C -2.32860 -0.73839 -4.73434 -0.21
C -2.19424 0.28571 -3.58626 -0.63
S -3.83046 0.91537 -3.13489 0.67
H -1.33669 -1.06033 -5.07180 0.07
H -2.68978 -0.36611 -5.69843 0.06
H -2.99811 -1.52247 -4.38957 0.06
H -1.76060 -0.29105 -2.76856 0.06
H -1.39969 0.97181 -3.87973 0.07
H -3.77089 2.26550 -3.32571 -0.15
C 1.97710 -0.39970 3.70661 -0.33
O 1.73808 -1.22822 4.82092 -0.06
C 3.02680 0.65108 4.06373 -0.10
H 2.19484 -0.88027 2.74430 0.11
H 1.04355 0.14180 3.50612 0.11
H 2.52317 -1.72847 4.98706 0.07
H 2.66699 1.34661 4.84415 0.07
H 3.87896 0.25576 4.62616 0.07
H 3.25957 1.38135 3.29024 0.07
```

Values from the calculation:
Energy relative to the best compared isomer or geometry (same formula, charge and spin) in kcal/mol: 29.9
LUMO in eV: 0.95
Orbital gap in eV: 9.99
E_HOMO in eV: -9.0
SMILES: CCO.CCS
Calculated total energy in a.u.: -632.97945

---

[3]
ORCA calculation (ωB97M-V/def2-TZVPD) on a gas-phase ion, C20H27O2Si (charge +1) at a distorted geometry.

```
50
Properties=species:S:1:pos:R:3:lowdin_charge:R:1
C 3.41885 1.18886 2.14564 -0.06
O 2.27979 1.23766 1.27781 -0.16
C 1.33137 0.20680 1.51172 -0.32
C 0.43782 0.54285 2.72025 -0.18
C -0.38517 -0.47571 3.23963 -0.04
C -1.68366 -0.15736 3.62876 -0.03
C -2.12460 1.17230 3.58160 -0.28
C -3.57870 1.50303 3.74501 -0.05
C -1.18772 2.19047 3.37416 -0.03
C 0.11138 1.88820 2.98237 -0.02
H 3.78693 2.21075 2.26023 0.10
H 3.18565 0.77246 3.14056 0.10
H 4.20110 0.58532 1.66705 0.09
H 1.84356 -0.76883 1.66340 0.17
H -0.01502 -1.50239 3.25416 0.12
H -2.38819 -0.94482 3.90392 0.12
H -3.70653 2.58878 3.80081 0.08
H -4.18248 1.13459 2.90435 0.09
H -3.97512 1.04262 4.65625 0.09
H -1.50819 3.23179 3.45157 0.12
H 0.83820 2.68272 2.79813 0.12
C 1.15322 -2.79727 -3.56475 -0.14
Si 0.65232 -2.46243 -1.81552 0.47
C -1.18364 -2.14854 -1.65144 -0.13
C 1.24093 -3.76473 -0.63973 -0.14
O 1.52776 -1.03222 -1.41569 -0.06
C 0.91179 0.07904 -1.00330 -0.14
C 0.38667 0.08768 0.38629 -0.06
C 0.50803 1.02910 -1.97650 -0.13
C -0.50513 1.99837 -1.69920 0.04
C -1.32627 2.45205 -2.72243 -0.03
C -1.06328 2.08276 -4.04606 -0.01
C 0.05963 1.30249 -4.34746 -0.03
C 0.86746 0.80777 -3.33603 0.02
H 0.67875 -3.72958 -3.90152 0.05
H 0.85340 -1.98640 -4.23990 0.03
H 2.24546 -2.90849 -3.62544 0.06
H -1.68774 -3.06926 -1.98436 0.06
H -1.52300 -1.94627 -0.62522 0.04
H -1.53477 -1.32644 -2.29142 0.05
H 0.76475 -4.71248 -0.93069 0.05
H 2.33102 -3.88082 -0.70402 0.05
H 0.98219 -3.54684 0.40458 0.04
H -0.35768 0.89276 0.44356 0.13
H -0.18769 -0.85495 0.52371 0.14
H -0.64091 2.34051 -0.67272 0.13
H -2.17793 3.09762 -2.48795 0.13
H -1.73007 2.40649 -4.84221 0.12
H 0.31141 1.06260 -5.38277 0.12
H 1.74406 0.19740 -3.55917 0.13
```

Values from the calculation:
LUMO in eV: -5.18
Orbital gap in eV: 6.05
Charge: +1
E_HOMO in eV: -11.2
Calculated total energy in a.u.: -1218.04902

---

[4]
ORCA calculation (ωB97M-V/def2-TZVPD) on a molecular structure, C32H40CoF3N4O9P2S2Sb at a distorted geometry.

```
94
Properties=species:S:1:pos:R:3:mulliken_spin:R:1
Co 0.18421 0.27850 -0.32960 2.70
C 0.59272 0.41831 4.71702 0.00
N -0.06690 -0.80880 4.26112 0.00
C -1.11018 -1.31137 5.13700 0.00
P 0.07586 -1.16926 2.66473 0.00
O 0.20471 0.00749 1.78652 0.03
O -1.33218 -1.95426 2.35494 0.00
P -2.06270 -1.93880 0.91264 0.00
O -1.26667 -1.38431 -0.19966 0.02
N -2.42976 -3.53166 0.66871 0.00
C -2.00551 -4.21650 -0.54783 0.00
C -2.76362 -4.40831 1.78074 0.00
N -3.41875 -1.04298 1.22876 0.00
C -4.14110 -1.17116 2.48794 0.00
C -4.31313 -0.91414 0.07556 0.00
N 1.25987 -2.29840 2.51891 0.00
C 1.69340 -2.67244 1.16848 0.00
C 1.28163 -3.40725 3.46263 0.00
H 1.12313 0.22268 5.65088 0.00
H -0.13512 1.21781 4.88441 0.00
H 1.30461 0.75584 3.96632 0.00
H -0.68794 -1.50980 6.12474 0.00
H -1.52358 -2.23746 4.74320 0.00
H -1.92185 -0.58447 5.25520 0.00
H -1.61494 -3.49300 -1.25959 0.00
H -2.85193 -4.74137 -0.99638 0.00
H -1.22414 -4.95121 -0.32801 0.00
H -3.02777 -3.82702 2.66172 0.00
H -1.91810 -5.05694 2.03478 0.00
H -3.61138 -5.04225 1.51263 0.00
H -3.44125 -1.30967 3.30966 0.00
H -4.84917 -2.00872 2.47076 0.00
H -4.69977 -0.24958 2.66110 0.00
H -3.72704 -0.77709 -0.83206 0.00
H -4.94562 -0.04093 0.21177 0.00
H -4.95498 -1.79679 -0.03905 0.00
H 1.73581 -1.79665 0.52936 0.00
H 1.02450 -3.41745 0.71916 0.00
H 2.69422 -3.09812 1.23516 0.00
H 1.01437 -3.05741 4.45746 0.00
H 2.29321 -3.81279 3.49701 0.00
H 0.59876 -4.21408 3.16901 0.00
O -0.39642 1.25192 -2.20704 0.06
S 0.67228 0.49986 -2.91036 0.00
O 0.34086 0.18879 -4.27235 0.01
O 0.99781 -0.66120 -2.06919 0.05
C 2.11950 1.56844 -2.98296 0.01
C 2.50546 1.95324 -4.25924 0.00
C 3.61243 2.76488 -4.44900 0.00
C 4.35844 3.18421 -3.35899 0.00
C 3.98528 2.79769 -2.08121 0.00
C 2.86570 2.00248 -1.88294 0.01
S 2.43606 1.68764 -0.16887 -0.01
O 3.42111 2.34332 0.64372 0.01
O 1.06916 2.23468 -0.03483 0.05
O 2.36091 0.23237 0.01556 0.05
H 1.92243 1.59900 -5.09765 0.00
H 3.89557 3.06773 -5.44824 0.00
H 5.22304 3.81998 -3.49441 0.00
H 4.54162 3.10470 -1.20694 0.00
F -7.16148 2.59168 -3.27016 0.00
C -6.02229 2.56335 -2.55149 0.00
C -6.08032 2.84357 -1.20029 0.00
C -4.90346 2.80277 -0.46489 0.00
C -3.69076 2.48849 -1.07039 0.02
C -3.67239 2.20457 -2.43492 0.00
C -4.83795 2.24974 -3.18702 0.00
Sb -1.81731 2.29614 0.03375 -0.01
C -2.60118 3.06278 1.92389 0.02
C -3.26072 4.27902 2.07774 0.00
C -3.72002 4.68845 3.32158 0.00
C -3.50690 3.86315 4.40898 0.00
F -3.94660 4.25395 5.62003 0.00
C -2.85835 2.64955 4.29729 0.00
C -2.40737 2.25665 3.04378 -0.01
C -1.02410 4.18101 -0.66389 0.01
C -0.61616 5.15560 0.24025 0.00
C 0.00183 6.32087 -0.19117 0.00
C 0.21823 6.49167 -1.54224 0.00
F 0.82558 7.61558 -1.97322 0.00
C -0.16818 5.54433 -2.46920 0.00
C -0.79100 4.38973 -2.02074 0.00
H -7.02973 3.09095 -0.74334 0.00
H -4.93633 3.01934 0.59643 0.00
H -2.73996 1.92238 -2.91072 0.00
H -4.83756 2.04626 -4.24991 0.00
H -3.42003 4.91772 1.21632 0.00
H -4.23552 5.63062 3.45376 0.00
H -2.71140 2.03711 5.17827 0.00
H -1.88851 1.30900 2.92963 0.00
H -0.76089 5.00261 1.30235 0.00
H 0.32002 7.08831 0.50224 0.00
H 0.02580 5.70994 -3.52101 0.00
H -1.07977 3.64045 -2.74325 0.00
```

Values from the calculation:
LUMO (alpha / beta) in eV: 0.12 / 0.12
Orbital gap (alpha / beta) in eV: 8.33 / 8.48
Expectation value of S²: 3.76
E_HOMO (alpha / beta) in eV: -8.2 / -8.4
Spin multiplicity: 4
Calculated total energy in a.u.: -5541.50621